Entry 1:
Computed, not measured: a 2-piece molecular cluster, CH3NOS2 overall, with ωB97M-V/def2-TZVPD.

The HOMO energy (spin up / spin down) comes out at -8.148 / -7.854 eV. As for the relative energy (zero: lowest compared OMol25 entry of this formula, charge and spin): 248.3 kJ/mol. The LUMO energy (spin up / spin down) is -0.35 / -3.66 eV.

The geometry in XYZ format:
```
8
Properties=species:S:1:pos:R:3:lowdin_charge:R:1
S -2.11 -1.08 -0.08 0.792
O -0.52 1.02 0.13 -0.127
H 1.07 -1.29 0.33 0.047
N 1.58 -0.47 -0.10 -0.559
S 3.18 -0.39 0.01 0.476
H 1.08 0.41 0.05 -0.036
H -2.57 1.19 -0.23 0.040
C -1.71 0.62 -0.10 -0.632
```

Entry 2:
Computed, not measured: an isolated ion of composition C6H14NS2 and charge +1, with ωB97M-V/def2-TZVPD.

The HOMO energy (spin up / spin down) comes out at -12.717 / -12.380 eV. As for the charge: +1. As for the relative energy (zero: lowest compared OMol25 entry of this formula, charge and spin): 273.6 kJ/mol. The LUMO energy (spin up / spin down) is -4.60 / -5.87 eV.

The geometry in XYZ format:
```
23
Properties=species:S:1:pos:R:3:lowdin_charge:R:1
C -2.35 0.10 1.75 -0.190
C -1.01 -0.20 1.25 -1.100
H 0.94 -1.46 -0.46 0.076
H 1.23 1.22 -2.52 0.086
C 1.27 -0.45 -0.32 -0.177
H 0.65 1.37 -0.27 0.085
H -0.38 1.24 -2.63 0.118
H 0.40 -0.34 -2.67 0.100
H -2.47 -0.04 2.80 0.081
N 0.33 0.61 -0.76 -0.173
S -0.73 -2.09 1.32 0.744
H 3.01 0.69 0.38 0.091
H -1.41 -0.48 -1.07 0.174
H -2.52 1.17 1.57 0.098
H -3.05 -0.57 1.23 0.101
H 3.13 -0.07 -1.30 0.106
C 2.72 -0.17 -0.26 -0.074
C -1.07 0.32 -0.29 -0.134
H 3.23 -1.13 0.12 0.129
S 0.38 0.67 2.12 0.779
C 0.44 0.62 -2.26 0.053
H -1.61 1.23 -0.35 0.117
H -1.12 -2.27 2.60 -0.092
```

Entry 3:
Computed, not measured: C16H33F2IN3O4P2 as an isolated structure, with ωB97M-V/def2-TZVPD.

The HOMO energy comes out at -11.777 eV. As for the charge: +1. The LUMO energy is -3.45 eV.

The geometry in XYZ format:
```
61
Properties=species:S:1:pos:R:3:lowdin_charge:R:1
H -2.68 3.83 -2.00 0.081
H 1.08 3.32 1.40 0.031
H 1.62 4.62 0.36 0.049
C 0.93 -1.87 0.84 -0.091
O -3.27 3.08 -1.83 -0.089
N -0.79 1.44 0.99 -0.041
H -4.75 1.43 0.17 0.119
H 1.14 -2.38 1.78 0.135
C -0.31 0.18 0.65 -0.319
H 0.04 -2.33 0.44 0.123
C 1.22 3.60 0.36 -0.287
C -1.27 0.88 3.44 -0.051
H -3.87 -1.87 -3.38 0.089
H -2.11 -1.99 -3.20 0.088
N 0.64 -0.47 1.22 0.093
C 2.13 -4.62 0.25 -0.053
I 1.18 1.01 -2.01 1.154
H -1.01 0.15 -3.32 0.061
H 0.69 3.89 -2.27 0.017
C -0.89 0.89 -1.34 -0.673
C -1.67 0.70 -2.66 -0.182
P -0.45 3.80 -0.37 0.934
H 3.33 -0.84 2.00 0.089
H 4.67 -4.42 -0.32 0.084
O -3.91 1.22 -0.26 -0.106
H 3.10 0.54 0.95 0.078
H 1.08 1.14 2.44 0.126
H -2.05 1.02 4.18 0.098
H -1.96 -0.36 -0.15 0.133
C 2.93 0.17 1.96 0.024
F 1.24 -0.60 3.42 0.042
C 1.46 0.14 2.28 -0.332
C -2.98 -0.11 -2.60 -0.396
C 4.23 -3.43 -0.47 -0.070
H -2.69 1.06 1.87 0.108
H -1.05 -0.18 3.33 0.075
H 2.43 -5.20 -0.62 0.083
C -1.27 2.02 -0.30 -0.477
H 3.21 -3.17 1.39 0.124
C -2.93 -1.33 -3.49 -0.020
C 2.12 -2.11 -0.12 -0.190
O -3.40 3.53 0.69 -0.259
H 2.25 -5.24 1.14 0.084
H 4.98 -2.71 -0.16 0.079
H -2.84 -1.03 -4.53 0.095
C -1.75 1.52 2.14 -0.180
H 3.46 0.77 2.70 0.104
N -0.99 -0.33 -0.49 0.091
P -3.04 2.55 -0.35 0.398
H -1.83 1.66 -3.14 0.121
H -0.40 1.40 3.82 0.081
H 1.90 2.92 -0.15 -0.047
H 2.74 -1.23 -0.25 0.066
H -1.90 2.58 2.33 0.118
O -0.22 4.01 -1.99 -0.354
H -3.24 -0.44 -1.60 0.109
H 1.70 -2.37 -1.09 0.116
H 4.04 -3.33 -1.54 0.087
C 2.94 -3.32 0.34 -0.434
H 1.06 -4.45 0.14 0.070
F -4.04 0.68 -3.03 -0.006
```

Entry 4:
Computed, not measured: C5H3NO as an isolated structure, with ωB97M-V/def2-TZVPD.

The HOMO energy comes out at -9.209 eV. As for the relative energy (zero: lowest compared OMol25 entry of this formula, charge and spin): 379.5 kJ/mol. The LUMO energy is -0.51 eV.

The geometry in XYZ format:
```
10
Properties=species:S:1:pos:R:3:lowdin_charge:R:1
O -0.96 1.93 0.33 0.038
C -0.58 -0.66 -0.12 -0.144
C 0.18 1.53 0.26 -0.237
H -0.66 -1.86 -0.07 0.192
N 2.98 -0.67 -0.13 0.143
H -2.58 -1.26 -0.66 0.086
H 1.05 2.20 0.41 0.133
C -1.81 -1.01 0.06 0.215
C 1.87 -0.33 -0.08 -0.211
C 0.53 0.13 0.00 -0.215
```

Entry 5:
Computed, not measured: C10H21MoN3P as an isolated structure, with ωB97M-V/def2-TZVPD.

The HOMO energy (spin up / spin down) comes out at -10.634 / -10.118 eV. As for the charge: +1. The spin multiplicity is 3. As for the relative energy (zero: lowest compared OMol25 entry of this formula, charge and spin): 0.0 kJ/mol. The LUMO energy (spin up / spin down) is -2.92 / -3.12 eV.

The geometry in XYZ format:
```
36
Properties=species:S:1:pos:R:3:lowdin_charge:R:1
C -0.22 -0.98 -4.21 -0.097
H -0.51 0.17 4.36 0.096
H 0.12 3.75 -1.89 -0.118
H -3.28 -0.16 0.25 0.093
H 1.38 2.99 -0.30 -0.114
C 0.47 0.23 -4.36 -0.174
H 2.35 0.05 3.54 0.090
C -2.23 -0.12 -0.03 -0.048
H 2.30 0.80 1.92 0.097
N 0.55 -0.43 0.16 -0.037
H 2.52 -1.76 -2.59 0.121
H -1.95 -0.94 -0.72 0.083
H -0.76 2.88 -0.11 -0.105
H -3.36 -0.02 2.14 0.082
H 1.53 -0.55 0.39 0.035
H -0.58 -1.62 3.85 0.099
C 1.70 -1.09 -2.91 -0.253
H -0.07 -2.43 -2.39 0.103
C -0.14 -0.39 1.32 -0.375
C 1.73 0.17 -3.56 -0.268
C 2.01 -0.10 2.51 -0.050
H -2.15 0.98 2.85 0.112
N 0.54 -0.33 2.53 -0.120
P 0.27 2.61 -1.08 0.666
Mo 0.24 0.23 -1.92 0.967
C 0.01 -0.68 3.87 -0.055
H 2.56 -0.97 2.10 0.102
C -2.31 -0.04 2.42 -0.056
H -2.19 -0.81 3.22 0.085
H 2.58 0.83 -3.74 0.111
C 0.32 -1.63 -3.03 -0.288
H 0.89 -0.87 4.51 0.086
N -1.49 -0.28 1.24 -0.133
H -1.05 -1.40 -4.81 0.126
H 0.16 1.07 -5.00 0.102
H -1.96 0.84 -0.52 0.035
```

Entry 6:
Computed, not measured: a 2-piece molecular cluster, C5H10O overall, with ωB97M-V/def2-TZVPD.

The HOMO energy comes out at -8.548 eV. The structure (SMILES) is C/C=C/O.C=C. As for the relative energy (zero: lowest compared OMol25 entry of this formula, charge and spin): 179.6 kJ/mol. The LUMO energy is 0.85 eV.

The geometry in XYZ format:
```
16
Properties=species:S:1:pos:R:3:lowdin_charge:R:1
H -2.31 1.64 -1.69 0.045
H 2.15 -0.68 1.35 0.120
C -1.12 1.72 0.05 -0.095
C 0.78 -0.91 -0.24 -0.181
C 1.78 -0.31 0.39 -0.232
C 0.04 -2.09 0.29 -0.112
H 3.13 1.05 0.47 0.093
H 0.45 -0.49 -1.19 0.106
H -3.15 1.18 -0.11 0.043
H -1.01 -1.84 0.51 0.068
H -0.20 2.03 -0.44 0.047
H 0.49 -2.46 1.22 0.071
H -1.05 1.57 1.13 0.054
O 2.39 0.81 -0.11 -0.017
C -2.25 1.51 -0.61 -0.081
H 0.03 -2.92 -0.42 0.070
```

Taking the records one at a time from the top gives total energy values of -966.1542, -1087.7516, -2274.6690, -322.1473, -967.0995, -271.6842 Eh.